ORCA calculation (ωB97M-V/def2-TZVPD) on a cluster of 5 separate species, C12H21NO16S4 in total.

```
54
Properties=species:S:1:pos:R:3
O 1.71 2.32 -4.20
S 2.29 2.97 -3.07
O 3.67 3.34 -3.09
O 1.45 4.25 -2.48
C 1.29 4.14 -1.07
C 2.14 2.94 -0.62
O 2.05 2.09 -1.73
H 1.66 5.04 -0.57
H 0.22 4.04 -0.89
H 1.79 2.47 0.30
H 3.16 3.28 -0.41
O -7.24 -1.70 -2.11
S -5.96 -1.99 -1.57
O -5.59 -1.35 -0.33
O -5.75 -3.62 -1.49
C -4.59 -4.04 -2.20
C -3.78 -2.78 -2.41
O -4.75 -1.75 -2.61
H -4.12 -4.86 -1.66
H -4.87 -4.47 -3.16
H -3.03 -2.79 -3.20
H -3.24 -2.39 -1.54
O -0.11 -4.29 -2.39
S 1.00 -4.83 -1.67
O 1.52 -6.09 -2.09
O 2.18 -3.69 -1.57
C 2.19 -3.09 -0.31
C 1.70 -4.16 0.66
O 0.71 -4.87 -0.07
H 3.20 -2.80 0.00
H 1.63 -2.15 -0.21
H 1.12 -3.76 1.49
H 2.55 -4.72 1.04
O 2.64 1.43 3.68
S 2.49 2.79 3.27
O 3.37 3.34 2.26
O 0.97 3.16 2.85
C 0.85 4.56 2.90
C 1.73 5.03 4.07
O 2.42 3.85 4.52
H 1.17 5.02 1.96
H -0.19 4.89 2.97
H 1.16 5.25 4.97
H 2.47 5.79 3.82
C -1.48 -1.27 0.72
C -0.60 -1.21 1.84
C 0.30 -0.23 1.50
N 0.11 0.18 0.24
C -1.02 -0.45 -0.28
H -2.38 -1.87 0.60
H -0.55 -1.81 2.73
H 1.10 0.16 2.12
H 0.60 0.91 -0.24
H -1.36 -0.21 -1.27
```

**E**: -3321.05605 Ha
**SMILES**: O=S1(=O)OCCO1.O=S1(=O)OCCO1.O=S1(=O)OCCO1.O=S1(=O)OCCO1.c1cc[nH]c1
**HOMO level**: -0.3212 Eh

ORCA calculation (ωB97M-V/def2-TZVPD) on a structure of composition C12H22B4F16N4Zn.

```
59
Properties=species:S:1:pos:R:3
Zn -3.02 -0.31 1.09
C 3.31 -2.64 1.94
C 4.11 -3.36 0.85
N 3.42 -3.40 -0.46
C 2.08 -3.18 -0.69
C 1.89 -3.25 -2.02
N 3.15 -3.27 -2.60
C 4.04 -3.38 -1.63
C 3.47 -3.42 -4.02
H 3.79 -2.86 2.89
H 2.28 -2.98 2.02
H 3.30 -1.56 1.84
H 4.17 -4.40 1.15
H 5.06 -2.85 0.75
H 1.37 -3.08 0.11
H 1.02 -3.12 -2.64
H 5.12 -3.37 -1.73
H 2.80 -4.16 -4.45
H 4.47 -3.83 -4.11
H 3.43 -2.47 -4.54
C -1.29 4.04 2.65
C -1.24 4.46 1.19
N -0.21 3.73 0.46
C 0.96 3.20 0.94
C 1.48 2.41 -0.03
N 0.59 2.45 -1.08
C -0.36 3.32 -0.79
C 0.84 1.88 -2.40
H -0.34 4.24 3.16
H -1.36 2.95 2.68
H -2.12 4.43 3.23
H -1.09 5.54 1.18
H -2.19 4.25 0.70
H 1.28 3.26 1.97
H 2.34 1.78 -0.01
H -1.17 3.56 -1.46
H 0.41 2.52 -3.16
H 0.33 0.93 -2.45
H 1.91 1.82 -2.58
B -0.19 -0.50 0.64
F 0.86 -0.97 1.46
F -1.32 -1.37 0.82
F -0.60 0.79 1.01
F 0.26 -0.53 -0.68
B -3.98 1.41 2.72
F -3.06 0.35 3.04
F -4.00 1.43 1.27
F -5.25 1.08 3.14
F -3.55 2.61 3.23
B -4.52 -2.36 0.74
F -3.51 -2.80 -0.15
F -4.79 -1.00 0.40
F -5.60 -3.17 0.80
F -3.83 -2.25 2.01
B -3.00 1.49 -1.71
F -2.95 2.53 -0.75
F -4.22 1.46 -2.34
F -1.94 1.71 -2.61
F -2.80 0.25 -0.99
```

**E**: -4167.02815 Ha
**Energy above the lowest of the compared OMol25 structures with the same formula, charge and spin**: 0.00 kJ/mol
**HOMO level**: -0.3710 Eh

ORCA calculation (ωB97M-V/def2-TZVPD) on a cluster of 2 separate species, C12H22BrFN3O5 in total.

```
44
Properties=species:S:1:pos:R:3
C 2.59 -1.60 -1.05
C 1.62 -2.45 -1.06
C 1.00 -3.00 0.18
N -0.39 -2.54 0.53
C -1.13 -1.87 -0.38
N -1.53 -0.56 -0.13
C -0.51 0.45 -0.50
C -0.90 1.78 0.11
C -1.87 2.55 -0.72
O -2.30 3.66 0.03
N -1.56 -2.44 -1.46
Br -2.58 -1.50 -2.69
C -1.27 -3.84 -1.80
O -2.43 -4.51 -2.12
C -3.37 -4.55 -1.02
H 3.16 -1.39 -1.93
H 2.80 -1.08 -0.13
H 1.31 -2.83 -2.02
H 0.96 -4.07 0.04
H 1.65 -2.85 1.02
H -0.40 -2.03 1.40
H -1.72 -0.46 0.86
H 0.46 0.21 -0.09
H -0.49 0.58 -1.57
H -0.02 2.35 0.34
H -1.39 1.61 1.07
H -1.37 2.89 -1.63
H -2.75 1.96 -0.99
H -3.05 4.08 -0.41
H -0.79 -4.36 -0.98
H -0.61 -3.87 -2.65
H -2.88 -4.43 -0.06
H -4.10 -3.76 -1.17
H -3.85 -5.51 -1.02
C 3.27 5.07 1.76
C 2.52 4.75 3.02
O 1.81 3.57 2.67
C 2.55 2.93 1.72
O 2.39 1.80 1.39
O 3.49 3.76 1.21
F 1.63 5.72 3.34
H 2.67 5.65 1.06
H 4.21 5.58 1.93
H 3.15 4.55 3.89
```

**Total charge**: +1
**E**: -3684.47227 Ha
**HOMO level**: -0.4714 Eh

| no. | orbital gap (eV) |
| --- | --- |
| 1 | 8.79 |
| 2 | 9.26 |
| 3 | 9.31 |